41
Properties=species:S:1:pos:R:3 method="wB97M-V/def2-TZVPD" energy_ev=-98087.63485 charge=-1 homo_ha=-0.042 gap_ev=1.880
C 2.638 -0.030 2.994
C 2.164 -1.520 3.586
C 3.543 -2.376 3.812
C 3.348 -4.002 3.884
Br 5.207 -4.802 3.670
H 2.755 -0.109 1.820
H 3.711 0.111 3.452
H 1.558 -1.303 4.587
H 1.431 -1.955 2.783
H 4.088 -2.008 4.806
H 4.301 -2.149 2.919
H 2.688 -4.412 2.985
H 2.933 -4.406 4.901
C -1.440 -1.619 -2.474
C -2.156 -0.871 -1.538
C -2.125 -1.223 -0.188
C -1.365 -2.330 0.217
C -0.651 -3.087 -0.721
C -0.693 -2.726 -2.069
N -1.308 -2.690 1.639
O -1.968 -2.007 2.436
O -0.599 -3.654 1.962
H -1.463 -1.336 -3.525
H -2.737 -0.010 -1.862
H -2.689 -0.630 0.529
H -0.062 -3.951 -0.421
H -0.139 -3.306 -2.804
C -0.425 5.588 -3.363
C -1.655 5.295 -3.955
C -2.442 4.256 -3.456
C -1.988 3.516 -2.355
C -0.751 3.802 -1.764
C 0.029 4.842 -2.274
N -2.823 2.438 -1.810
O -3.903 2.203 -2.373
O -2.402 1.829 -0.816
H 0.183 6.403 -3.752
H -2.001 5.880 -4.804
H -3.398 4.040 -3.928
H -0.384 3.233 -0.912
H 0.990 5.075 -1.820